Record 1
The following is a DFT calculation (ωB97M-V/def2-TZVPD) of C24H60F6KN3O28P4S6 as an isolated structure in a non-equilibrium geometry.

Computed properties:
HOMO-LUMO gap = 7.831 eV
energy = -8175.73061 hartree
highest occupied orbital energy = -4.79 eV
net charge = -2

Geometry (Å):
1 K -4.5386 0.7081 1.6582
2 N -4.7881 4.6381 -1.7329
3 S -5.6424 3.3272 -1.4579
4 O -7.0246 3.5274 -1.1304
5 O -4.9415 2.2825 -0.7711
6 F -5.7121 2.7737 -2.9458
7 S -4.7827 5.3789 -0.2843
8 O -4.0063 4.7153 0.7010
9 O -5.9767 6.0424 0.0947
10 F -3.8436 6.5839 -0.7411
11 N -4.0085 -4.0397 -0.9357
12 S -4.5577 -3.4905 -2.3037
13 O -3.6756 -3.6140 -3.4213
14 O -5.4517 -2.3752 -2.2340
15 F -5.5780 -4.7118 -2.6669
16 S -3.2567 -2.7100 -0.3681
17 O -4.1061 -1.9707 0.5106
18 O -2.4343 -2.0066 -1.2855
19 F -2.2218 -3.4483 0.5566
20 N -1.7205 1.2936 1.4821
21 S -0.9864 1.7876 0.1488
22 O -1.7020 1.4825 -1.0402
23 O 0.4391 1.6799 0.0666
24 F -1.1879 3.3394 0.3160
25 S -0.8763 -0.0689 1.8487
26 O 0.0993 0.1123 2.8630
27 O -0.5491 -0.9176 0.7652
28 F -2.0817 -0.8084 2.5986
29 C 2.5627 -1.1497 -0.0710
30 C 3.8995 -1.0874 -0.7789
31 O 4.0537 0.2330 -1.3406
32 P 5.3609 0.6319 -2.0985
33 O 6.5777 0.0037 -1.5796
34 O 5.0885 0.3211 -3.6225
35 C 5.4107 -0.8969 -4.2856
36 C 5.1855 -0.7109 -5.7672
37 O 5.2311 2.1786 -2.0206
38 C 6.3563 3.0244 -2.2211
39 C 6.6029 3.2839 -3.6909
40 H 2.4757 -2.1472 0.3750
41 H 2.4795 -0.4025 0.7134
42 H 1.7049 -1.1054 -0.7399
43 H 4.6753 -1.2217 -0.0231
44 H 3.9883 -1.8446 -1.5598
45 H 6.4363 -1.1932 -4.0443
46 H 4.8256 -1.7382 -3.8992
47 H 5.7478 -1.4709 -6.3162
48 H 4.1424 -0.8764 -6.0368
49 H 5.5034 0.2759 -6.0958
50 H 6.2583 3.9289 -1.6256
51 H 7.2628 2.5586 -1.8111
52 H 5.6974 3.7513 -4.1089
53 H 7.2722 4.1382 -3.8350
54 H 6.8276 2.4291 -4.3188
55 C -3.5068 -0.7836 -5.0253
56 C -2.2656 -0.6427 -4.1667
57 O -1.0944 -0.3889 -5.0065
58 P -0.5366 1.0767 -5.1977
59 O -1.5292 2.0841 -5.5460
60 O 0.3506 1.4511 -3.9572
61 C 0.8665 0.4359 -3.0663
62 C 1.6771 -0.6323 -3.7500
63 O 0.5760 0.7963 -6.3124
64 C 0.1398 0.3282 -7.5850
65 C 0.2066 1.4196 -8.6352
66 H -3.5854 -1.7943 -5.4285
67 H -4.4205 -0.6810 -4.4375
68 H -3.4930 -0.0040 -5.7865
69 H -2.4045 0.1103 -3.3858
70 H -1.9907 -1.5401 -3.6205
71 H 1.5319 0.8864 -2.3329
72 H 0.0174 0.0112 -2.5317
73 H 2.6315 -0.3435 -4.1875
74 H 1.9779 -1.3216 -2.9463
75 H 1.1281 -1.2948 -4.4187
76 H 0.8378 -0.4656 -7.8686
77 H -0.8506 -0.1285 -7.5634
78 H -0.0574 0.9757 -9.5949
79 H -0.4246 2.2630 -8.3528
80 H 1.2126 1.8445 -8.6812
81 C -1.6694 -8.8593 2.9128
82 C -2.4395 -8.2319 4.0448
83 O -2.0943 -6.8382 4.0993
84 P -3.1507 -5.7427 4.5297
85 O -4.0745 -5.3061 3.4998
86 O -3.9492 -6.4286 5.7520
87 C -3.2307 -6.7937 6.9296
88 C -3.8642 -7.9948 7.5448
89 O -2.1905 -4.7173 5.2258
90 C -2.5661 -3.3704 5.5353
91 C -1.4764 -2.7900 6.4141
92 H -0.5997 -8.7155 3.0894
93 H -1.8716 -9.9308 2.8763
94 H -1.8265 -8.4068 1.9345
95 H -3.5167 -8.3699 3.9644
96 H -2.0694 -8.6637 4.9791
97 H -2.1485 -6.8759 6.7728
98 H -3.2276 -5.9406 7.6230
99 H -3.9476 -8.8204 6.8314
100 H -3.2118 -8.4395 8.3003
101 H -4.8644 -7.7641 7.9024
102 H -2.6863 -2.7751 4.6321
103 H -3.5095 -3.3547 6.0879
104 H -0.5875 -2.4980 5.8541
105 H -1.8066 -1.9197 6.9806
106 H -1.1511 -3.5515 7.1278
107 C 3.3105 7.7172 3.9847
108 C 2.5483 6.4350 4.2120
109 O 1.6898 6.2156 3.1041
110 P 0.8863 4.8644 2.8358
111 O -0.5549 5.0746 2.8829
112 O 1.4145 4.3369 1.4654
113 C 1.5832 5.1346 0.2854
114 C 2.6526 4.4860 -0.5806
115 O 1.4399 3.8634 3.9112
116 C 0.5726 2.7982 4.4030
117 C 0.2526 3.1465 5.8437
118 H 4.0573 7.9052 4.7519
119 H 3.6677 7.7844 2.9566
120 H 2.5987 8.5523 4.0204
121 H 3.2262 5.5778 4.2801
122 H 2.0299 6.4638 5.1754
123 H 0.6281 5.2278 -0.2277
124 H 1.9514 6.1132 0.6045
125 H 2.2829 3.5974 -1.0822
126 H 3.1182 5.2442 -1.2133
127 H 3.4785 4.2124 0.0853
128 H -0.3202 2.7917 3.7838
129 H 1.1422 1.8806 4.3149
130 H 1.1474 3.0930 6.4717
131 H -0.2288 4.1214 5.8550
132 H -0.3538 2.3748 6.3286

Atom charges from the Löwdin analysis, given in e for atoms 1 to 8:
1 K 0.8624
2 N -0.2793
3 S 0.4587
4 O -0.3007
5 O -0.3540
6 F -0.1812
7 S 0.4673
8 O -0.2808

Record 2
The following is a DFT calculation (ωB97M-V/def2-TZVPD) of C24H60FeO24P4S2 as an isolated structure in a non-equilibrium geometry.

Computed properties:
multiplicity = 6
HOMO-LUMO gap (alpha / beta) = 4.474 / 4.409 eV
energy = -6182.15208 hartree
highest occupied orbital energy (alpha / beta) = -2.69 / -2.63 eV
net charge = -1

Geometry (Å):
1 Fe 10.8592 -18.4485 -6.5987
2 S 8.0756 -18.5336 -4.7707
3 O 9.2946 -18.5388 -5.6160
4 O 8.1771 -19.3250 -3.5601
5 O 7.6848 -17.1583 -4.5289
6 O 7.0307 -19.4214 -5.1887
7 S 11.6867 -20.9634 -7.2746
8 O 11.2963 -20.2326 -6.0781
9 O 10.8563 -22.0692 -7.6549
10 O 11.3623 -19.7793 -8.0174
11 O 13.1049 -21.1903 -7.2365
12 C 11.0781 -11.9935 -8.1037
13 C 11.3349 -13.5258 -8.0655
14 O 11.4872 -13.9218 -6.7200
15 P 10.4058 -14.8900 -5.9767
16 O 10.4467 -16.3048 -6.3965
17 O 10.8016 -14.7217 -4.4286
18 C 10.8467 -13.4450 -3.8574
19 C 12.0635 -13.3204 -2.9751
20 O 9.0228 -14.1072 -6.1464
21 C 7.7563 -14.3820 -5.5177
22 C 6.8729 -13.1715 -5.8561
23 H 11.2195 -11.5600 -9.0938
24 H 10.1023 -11.7365 -7.6915
25 H 11.7625 -11.4911 -7.4201
26 H 10.5837 -14.0852 -8.6231
27 H 12.3194 -13.6555 -8.5150
28 H 10.9488 -12.6479 -4.5939
29 H 9.8312 -13.3640 -3.4698
30 H 11.9639 -13.9253 -2.0739
31 H 12.9184 -13.6716 -3.5530
32 H 12.2400 -12.2874 -2.6753
33 H 7.2675 -15.2543 -5.9515
34 H 7.8316 -14.4206 -4.4310
35 H 5.8156 -13.2941 -5.6213
36 H 7.3616 -12.3539 -5.3262
37 H 6.8982 -12.9546 -6.9240
38 C 10.4860 -16.9303 -0.5586
39 C 10.3747 -17.4357 -1.9905
40 O 11.4332 -18.3810 -2.2862
41 P 12.4883 -18.2028 -3.4971
42 O 11.8401 -18.1086 -4.8279
43 O 13.3345 -16.9156 -2.9933
44 C 14.2124 -16.2381 -3.9130
45 C 15.4431 -17.0299 -4.3130
46 O 13.5718 -19.3670 -3.2841
47 C 13.8680 -20.3771 -4.2353
48 C 15.2163 -21.0477 -3.8690
49 H 11.4487 -16.4445 -0.3994
50 H 9.7717 -16.1400 -0.3277
51 H 10.2906 -17.6982 0.1899
52 H 9.4790 -18.0083 -2.2312
53 H 10.3603 -16.6300 -2.7245
54 H 13.5887 -15.8899 -4.7364
55 H 14.5678 -15.3006 -3.4853
56 H 16.0376 -17.3700 -3.4650
57 H 15.2333 -17.8530 -4.9960
58 H 16.1377 -16.3601 -4.8200
59 H 13.1014 -21.1437 -4.3483
60 H 13.9042 -20.0141 -5.2624
61 H 15.1315 -21.5825 -2.9230
62 H 15.4406 -21.7381 -4.6821
63 H 16.0583 -20.3562 -3.8396
64 C 15.1045 -13.6300 -6.5544
65 C 15.1989 -14.8314 -7.4708
66 O 14.1457 -15.6354 -7.0731
67 P 13.7118 -16.9299 -8.0036
68 O 12.5806 -17.6724 -7.2920
69 O 13.2917 -16.3421 -9.4356
70 C 12.5877 -17.1968 -10.3055
71 C 12.0318 -16.5642 -11.5848
72 O 15.0148 -17.8521 -8.2253
73 C 14.9534 -19.1485 -8.7523
74 C 15.8353 -19.1430 -10.0218
75 H 15.5777 -12.7404 -6.9700
76 H 14.0622 -13.3305 -6.6637
77 H 15.2993 -13.9276 -5.5240
78 H 15.0155 -14.6267 -8.5255
79 H 16.1732 -15.3184 -7.4311
80 H 13.2125 -18.0094 -10.6762
81 H 11.8191 -17.7200 -9.7367
82 H 11.2960 -17.1322 -12.1540
83 H 11.4240 -15.6835 -11.3772
84 H 12.7995 -16.2312 -12.2833
85 H 15.3593 -19.8290 -8.0038
86 H 13.9542 -19.4348 -9.0806
87 H 16.7646 -18.6116 -9.8162
88 H 16.0768 -20.1549 -10.3471
89 H 15.2831 -18.7161 -10.8589
90 C 9.6698 -20.2969 -10.6552
91 C 8.9546 -19.0793 -11.3082
92 O 9.3373 -17.8574 -10.7177
93 P 8.8747 -17.3899 -9.2467
94 O 9.6731 -17.9372 -8.1139
95 O 8.9448 -15.7984 -9.3757
96 C 8.5209 -15.1244 -10.4636
97 C 7.6186 -14.0265 -10.1046
98 O 7.3031 -17.6664 -9.2069
99 C 6.5887 -17.1680 -8.1032
100 C 5.2060 -17.7972 -8.0462
101 H 9.5091 -21.1811 -11.2720
102 H 10.7556 -20.2279 -10.5894
103 H 9.2671 -20.5547 -9.6757
104 H 9.0902 -19.0062 -12.3873
105 H 7.8703 -19.1576 -11.2288
106 H 9.4009 -14.7822 -11.0081
107 H 8.0874 -15.7153 -11.2705
108 H 7.4475 -13.4107 -10.9876
109 H 6.6548 -14.3751 -9.7336
110 H 8.0307 -13.4115 -9.3045
111 H 7.0562 -17.3504 -7.1356
112 H 6.5508 -16.0803 -8.0431
113 H 4.6027 -17.2243 -7.3420
114 H 4.7120 -17.8298 -9.0173
115 H 5.2879 -18.8343 -7.7208

Atom charges from the Löwdin analysis, given in e for atoms 1 to 8:
1 Fe 0.9495
2 S 0.2062
3 O -0.4019
4 O -0.3792
5 O -0.3621
6 O -0.3654
7 S 0.2324
8 O -0.3688